*i*
Entry from the Open Molecules 2025 dataset: a molecular structure, C3H2FO2Ru (the ωB97M-V functional and the def2-TZVPD basis).

The geometry in ORCA input format:
```
! RIJCOSX wB97M-V def2-TZVPD def2/J DEFGRID3
* xyz 1 7
O 0.37 -1.25 -0.86
C -1.22 -0.79 -1.75
C 0.54 -0.63 0.30
O -1.59 0.19 -1.14
C -0.06 0.71 0.27
F 0.03 -1.39 1.36
H 0.20 1.45 -0.49
H -0.66 0.95 1.16
Ru 2.40 0.77 1.14
*
```

LUMO level (alpha / beta) (hartree): -0.2239 / -0.3098
⟨S²⟩: 12.06
HOMO-LUMO gap (alpha / beta) (eV): 6.69 / 7.39
Highest occupied orbital energy (alpha / beta) (eV): -12.784 / -15.822

=====

*ii*
Entry from the Open Molecules 2025 dataset: a molecular structure, C3H2FO2Ru (the ωB97M-V functional and the def2-TZVPD basis).

The geometry in ORCA input format:
```
! RIJCOSX wB97M-V def2-TZVPD def2/J DEFGRID3
* xyz 1 7
O 0.73 1.06 -0.75
C 3.15 0.41 0.93
C -0.36 0.72 -0.35
O 2.68 -0.36 1.62
C -0.93 -0.58 -0.17
F -1.17 1.72 0.19
H -0.20 -1.39 -0.33
H -1.58 -0.68 0.70
Ru -2.32 -0.90 -1.84
*
```

LUMO level (alpha / beta) (hartree): -0.1736 / -0.3769
⟨S²⟩: 12.01
HOMO-LUMO gap (alpha / beta) (eV): 7.52 / 5.67
Highest occupied orbital energy (alpha / beta) (eV): -12.239 / -15.927

=====

Which of them is least stable? Easy: *i*.

=====

*i*
Entry from the Open Molecules 2025 dataset: a molecular structure, C28H40AuN2O2P2 (the ωB97M-V functional and the def2-TZVPD basis).

The geometry in ORCA input format:
```
! RIJCOSX wB97M-V def2-TZVPD def2/J DEFGRID3
* xyz 1 1
Au 0.06 0.53 -0.16
C -2.39 -1.34 -4.16
C -1.70 -0.16 -3.48
C -2.70 0.67 -2.69
P -0.36 -0.64 -2.28
C 1.20 -1.17 -3.15
C 1.12 -1.98 -4.44
C 2.10 -1.82 -2.10
C -0.98 -2.14 -1.42
C -1.05 -3.36 -2.07
C -1.43 -4.52 -1.42
C -1.69 -4.48 -0.05
C -1.63 -3.29 0.63
C -1.33 -2.08 -0.04
N -1.24 -0.91 0.63
C -1.79 -0.64 1.84
C -3.02 -1.19 2.25
C -3.56 -0.90 3.48
C -2.90 -0.03 4.34
C -1.72 0.57 3.93
C -1.15 0.29 2.70
P 0.46 1.07 2.20
C 0.11 2.84 2.70
C -1.22 3.23 2.07
C 1.16 3.86 2.28
C 1.50 0.25 3.52
C 2.93 0.76 3.63
C 1.48 -1.26 3.28
H -3.14 -0.94 -4.86
H -2.91 -1.96 -3.44
H -1.70 -1.95 -4.73
H -1.19 0.47 -4.21
H -3.15 0.08 -1.89
H -3.49 1.03 -3.34
H -2.21 1.54 -2.24
H 1.63 -0.20 -3.43
H 0.82 -3.01 -4.27
H 2.12 -2.01 -4.88
H 0.46 -1.51 -5.15
H 1.75 -2.81 -1.83
H 2.14 -1.21 -1.19
H 3.12 -1.91 -2.48
H -0.82 -3.40 -3.12
H -1.50 -5.44 -1.96
H -1.91 -5.40 0.48
H -1.78 -3.27 1.70
H -3.56 -1.82 1.55
H -4.50 -1.34 3.77
H -3.31 0.19 5.31
H -1.23 1.27 4.60
H 0.05 2.84 3.80
H -1.21 3.00 1.00
H -1.38 4.30 2.18
H -2.07 2.71 2.52
H 1.07 4.06 1.21
H 2.17 3.53 2.48
H 0.98 4.79 2.82
H 0.98 0.46 4.46
H 3.47 0.57 2.71
H 3.43 0.25 4.45
H 2.94 1.83 3.83
H 1.89 -1.50 2.29
H 0.47 -1.66 3.33
H 2.09 -1.76 4.03
O 0.68 1.74 -3.06
C 1.49 2.15 -2.25
C 2.77 2.93 -2.52
C 3.54 2.82 -1.20
C 2.54 2.17 -0.25
O 2.70 1.90 0.92
N 1.41 1.89 -0.93
H 2.51 3.96 -2.76
H 3.30 2.51 -3.38
H 3.87 3.77 -0.80
H 4.41 2.17 -1.29
*
```

LUMO level (hartree): -0.1535
HOMO-LUMO gap (eV): 5.79
Highest occupied orbital energy (eV): -9.964

=====

*ii*
Entry from the Open Molecules 2025 dataset: a molecular structure, C28H40AuN2O2P2 (the ωB97M-V functional and the def2-TZVPD basis).

The geometry in ORCA input format:
```
! RIJCOSX wB97M-V def2-TZVPD def2/J DEFGRID3
* xyz 1 1
Au 0.31 0.17 0.20
C -1.26 3.61 -2.89
C -0.41 3.15 -1.70
C -1.17 3.34 -0.38
P 0.11 1.40 -1.80
C 1.58 1.12 -2.86
C 1.60 1.90 -4.17
C 1.81 -0.37 -3.05
C -1.26 0.44 -2.48
C -1.64 0.47 -3.82
C -2.65 -0.35 -4.29
C -3.27 -1.23 -3.40
C -2.92 -1.25 -2.07
C -1.93 -0.39 -1.58
N -1.55 -0.36 -0.24
C -2.37 -0.82 0.80
C -3.76 -0.72 0.74
C -4.54 -1.20 1.78
C -3.96 -1.76 2.91
C -2.58 -1.81 2.99
C -1.78 -1.32 1.96
P 0.03 -1.36 2.02
C 0.39 -0.69 3.69
C -0.35 0.64 3.87
C 1.88 -0.50 4.01
C 0.30 -3.18 1.92
C 1.69 -3.73 2.22
C -0.20 -3.67 0.56
H -1.49 4.66 -2.75
H -2.20 3.06 -2.93
H -0.75 3.50 -3.84
H 0.52 3.72 -1.65
H -2.07 2.73 -0.36
H -1.47 4.38 -0.28
H -0.55 3.08 0.48
H 2.39 1.52 -2.24
H 0.90 1.51 -4.90
H 2.60 1.80 -4.60
H 1.42 2.96 -4.03
H 1.05 -0.80 -3.72
H 1.78 -0.93 -2.11
H 2.79 -0.53 -3.50
H -1.14 1.14 -4.51
H -2.93 -0.32 -5.33
H -4.03 -1.91 -3.76
H -3.39 -1.96 -1.40
H -4.23 -0.26 -0.12
H -5.62 -1.12 1.71
H -4.57 -2.13 3.72
H -2.12 -2.21 3.89
H -0.01 -1.44 4.37
H -0.11 1.33 3.06
H -0.01 1.11 4.80
H -1.43 0.53 3.91
H 2.26 0.39 3.51
H 2.50 -1.34 3.72
H 1.98 -0.34 5.08
H -0.38 -3.51 2.71
H 2.41 -3.42 1.47
H 1.63 -4.82 2.21
H 2.07 -3.42 3.19
H 0.39 -3.24 -0.24
H -1.25 -3.42 0.39
H -0.10 -4.75 0.52
O 2.13 2.86 -0.34
C 2.74 2.00 0.25
C 4.19 2.05 0.65
C 4.50 0.63 1.10
C 3.15 -0.05 1.11
O 2.94 -1.19 1.44
N 2.18 0.81 0.66
H 4.30 2.77 1.46
H 4.79 2.41 -0.18
H 4.95 0.55 2.09
H 5.15 0.09 0.41
*
```

LUMO level (hartree): -0.1198
HOMO-LUMO gap (eV): 7.01
Highest occupied orbital energy (eV): -10.269

=====

Which of them is least stable? Easy: *i*.

=====

*i*
Entry from the Open Molecules 2025 dataset: C2H4N2O2S in the gas phase (the ωB97M-V functional and the def2-TZVPD basis).

The geometry in ORCA input format:
```
! RIJCOSX wB97M-V def2-TZVPD def2/J DEFGRID3
* xyz 0 1
C 1.13 0.18 0.34
C -1.06 -0.56 1.15
H 0.84 0.53 -2.04
H 1.53 -0.10 1.24
H -1.84 0.46 -0.65
H -0.55 -0.84 2.09
N 2.04 0.40 -0.56
N -0.28 -0.17 0.13
O 1.75 0.65 -1.92
O -0.87 0.22 -1.07
S -2.70 -0.77 1.29
*
```

LUMO level (hartree): -0.0085
Structure (SMILES): O/N=C\N(O)C=S
HOMO-LUMO gap (eV): 9.09
Highest occupied orbital energy (eV): -9.322

=====

*ii*
Entry from the Open Molecules 2025 dataset: C2H4N2O2S in the gas phase (the ωB97M-V functional and the def2-TZVPD basis).

The geometry in ORCA input format:
```
! RIJCOSX wB97M-V def2-TZVPD def2/J DEFGRID3
* xyz 0 1
C 0.63 0.24 0.01
C -0.89 0.53 0.08
H 2.30 1.28 -0.54
H 0.81 2.19 -0.36
H 2.78 -1.73 -0.08
H -1.12 -1.67 0.62
N 1.40 1.42 -0.05
N 1.10 -0.95 0.03
O 2.53 -0.85 0.07
O -1.27 1.65 0.13
S -1.92 -0.90 -0.10
*
```

LUMO level (hartree): 0.0037
Structure (SMILES): N/C(=N\O)C(=O)S
HOMO-LUMO gap (eV): 9.56
Highest occupied orbital energy (eV): -9.462

=====

Which of them is least stable? Easy: *i*.

=====

*i*
Entry from the Open Molecules 2025 dataset: 2 unconnected molecules or ions with the total composition C4H8NO (the ωB97M-V functional and the def2-TZVPD basis).

The geometry in ORCA input format:
```
! RIJCOSX wB97M-V def2-TZVPD def2/J DEFGRID3
* xyz 1 3
C 0.65 -1.96 0.83
C -0.11 -1.36 -0.13
C 0.79 1.02 -1.33
C 0.14 -0.17 -0.81
N -1.03 1.27 1.00
O 0.06 0.05 -2.10
H 0.24 -2.84 1.14
H 1.47 -1.42 1.28
H -0.85 -1.97 -0.66
H 0.24 1.99 -1.16
H 1.90 1.07 -1.55
H -0.52 2.15 0.91
H -0.89 0.70 1.76
H -2.09 1.49 0.82
*
```

LUMO level (alpha / beta) (hartree): -0.1234 / -0.3244
⟨S²⟩: 2.01
HOMO-LUMO gap (alpha / beta) (eV): 8.85 / 5.85
Highest occupied orbital energy (alpha / beta) (eV): -12.211 / -14.675

=====

*ii*
Entry from the Open Molecules 2025 dataset: a gas-phase ion, C4H8NO (charge +1) (the ωB97M-V functional and the def2-TZVPD basis).

The geometry in ORCA input format:
```
! RIJCOSX wB97M-V def2-TZVPD def2/J DEFGRID3
* xyz 1 3
C -0.63 -1.43 -0.23
C -0.72 0.00 -0.45
C -2.00 0.65 0.09
C 2.38 0.13 0.07
N 1.27 -0.47 -0.55
O 0.34 0.60 -0.51
H -1.57 -1.94 -0.36
H -0.48 -1.00 0.88
H -2.75 -0.02 0.15
H -2.24 1.43 -0.51
H -1.80 1.00 1.14
H 2.23 1.01 0.79
H 2.79 0.62 -0.85
H 3.17 -0.56 0.35
*
```

LUMO level (alpha / beta) (hartree): -0.1807 / -0.2526
⟨S²⟩: 2.01
HOMO-LUMO gap (alpha / beta) (eV): 9.26 / 10.29
Highest occupied orbital energy (alpha / beta) (eV): -14.177 / -17.162

=====

Which of them is least stable? Easy: *ii*.

=====

*i*
Entry from the Open Molecules 2025 dataset: 2 unconnected molecules or ions with the total composition C5H6ClNO (the ωB97M-V functional and the def2-TZVPD basis).

The geometry in ORCA input format:
```
! RIJCOSX wB97M-V def2-TZVPD def2/J DEFGRID3
* xyz 0 1
C -0.09 1.06 -0.02
C 1.26 0.58 -0.11
C -1.02 -0.13 -0.15
C 1.29 -0.75 -0.36
C -0.05 -1.23 -0.54
N -1.10 0.79 2.49
O -0.38 1.47 1.87
Cl -0.42 -1.42 -2.34
H -0.24 2.04 -0.35
H 2.01 1.37 0.08
H -1.22 -0.28 0.87
H -1.90 0.10 -0.69
H 2.11 -1.36 -0.56
H -0.26 -2.26 -0.17
*
```

LUMO level (alpha / beta) (hartree): -0.0079 / -0.0055
HOMO-LUMO gap (alpha / beta) (eV): 7.31 / 7.41
Highest occupied orbital energy (alpha / beta) (eV): -7.525 / -7.560

=====

*ii*
Entry from the Open Molecules 2025 dataset: a molecular structure, C5H6ClNO (the ωB97M-V functional and the def2-TZVPD basis).

The geometry in ORCA input format:
```
! RIJCOSX wB97M-V def2-TZVPD def2/J DEFGRID3
* xyz 0 1
C 0.93 0.61 0.09
C 0.45 0.40 -1.20
C -0.24 0.25 1.01
C -0.50 -0.62 -1.23
C -1.02 -0.77 0.15
N 1.22 -1.88 0.09
O 1.72 -0.96 0.51
Cl -2.73 -0.31 -0.03
H 1.48 1.45 0.59
H 0.89 0.90 -2.03
H 0.09 -0.14 1.98
H -0.71 1.16 1.19
H -0.82 -1.13 -2.10
H -0.85 -1.84 0.42
*
```

LUMO level (alpha / beta) (hartree): 0.0041 / 0.0041
HOMO-LUMO gap (alpha / beta) (eV): 8.03 / 8.03
Highest occupied orbital energy (alpha / beta) (eV): -7.918 / -7.917

=====

Which of them is least stable? Easy: *ii*.

=====

*i*
Entry from the Open Molecules 2025 dataset: a molecular structure, C4H2O (the ωB97M-V functional and the def2-TZVPD basis).

The geometry in ORCA input format:
```
! RIJCOSX wB97M-V def2-TZVPD def2/J DEFGRID3
* xyz 0 1
C 0.35 -0.20 -0.77
C -0.65 -0.03 0.03
C -0.12 0.61 -1.84
C -2.14 0.36 -1.98
O -1.15 0.32 -2.68
H 1.43 -0.61 -0.63
H -1.48 0.01 0.70
*
```

LUMO level (hartree): -0.0025
HOMO-LUMO gap (eV): 7.94
Highest occupied orbital energy (eV): -8.005

=====

*ii*
Entry from the Open Molecules 2025 dataset: C4H2O in the gas phase (the ωB97M-V functional and the def2-TZVPD basis).

The geometry in ORCA input format:
```
! RIJCOSX wB97M-V def2-TZVPD def2/J DEFGRID3
* xyz 0 1
C 0.40 -1.46 0.27
C -0.22 0.93 0.29
C -0.77 1.32 -0.71
C 0.10 -0.30 0.80
O -0.72 1.85 -1.76
H 0.81 -1.71 -0.72
H 0.40 -0.63 1.83
*
```

LUMO level (alpha / beta) (hartree): -0.0334 / -0.0845
HOMO-LUMO gap (alpha / beta) (eV): 8.37 / 7.01
Highest occupied orbital energy (alpha / beta) (eV): -9.275 / -9.314

=====

Which of them is least stable? Easy: *i*.